{"formula": "C5H13Br2N3O10Sr", "method": "the ωB97M-V functional and the def2-TZVPD basis", "species": ["Sr", "Br", "Br", "N", "O", "O", "O", "N", "O", "O", "O", "C", "N", "O", "O", "H", "H", "H", "C", "O", "C", "C", "O", "C", "H", "H", "H", "H", "H", "H", "H", "H", "H", "H"], "xyz": [[-0.21816, -0.41420, 0.22405], [-1.50114, 0.74810, -2.18180], [1.63489, -1.81598, 2.02670], [-3.86633, -0.76764, 0.76088], [-4.44110, -1.17397, -0.26680], [-4.41603, -0.22507, 1.67257], [-2.66012, -0.88303, 0.83789], [-2.08653, -3.51777, -1.44749], [-1.19964, -2.95361, -0.80829], [-2.15028, -4.74436, -1.37203], [-2.89005, -2.88231, -2.14694], [3.27628, -3.03427, -1.62759], [2.07199, -2.26599, -2.18033], [1.65925, -2.48443, -3.33542], [1.50326, -1.45515, -1.43661], [2.88151, -3.82593, -0.99078], [3.84759, -2.31531, -1.04041], [3.80718, -3.46779, -2.47512], [1.95149, 2.26902, -1.33126], [1.29683, 1.87906, -0.08133], [0.64458, 3.03832, 0.47537], [0.15392, 2.72889, 1.88913], [-0.75470, 1.60579, 1.80964], [-1.43626, 1.50994, 3.03566], [1.26570, 2.95643, -1.82648], [1.90227, 1.39656, -1.98279], [2.99004, 2.59825, -1.36513], [-0.22116, 3.22837, -0.15904], [1.37010, 3.84466, 0.36802], [-0.35895, 3.62178, 2.24666], [0.92164, 2.32931, 2.55171], [-0.81431, 1.06370, 3.81164], [-2.35576, 0.92675, 2.98566], [-1.80799, 2.48188, 3.36007]], "forces_ev_per_a": [[-1.674, -0.984, -0.756], [0.369, 0.613, -0.091], [0.412, 0.030, 0.346], [-0.674, -0.934, -3.429], [-0.448, 0.237, 0.897], [-2.831, 1.695, 2.922], [4.309, -0.464, 0.230], [-1.292, 0.401, -1.039], [1.839, 1.546, 1.002], [-0.269, -1.775, -0.045], [0.421, -0.146, 0.049], [-0.830, 0.433, -0.399], [-2.138, 0.648, -1.057], [1.586, -0.009, 2.269], [1.666, -1.269, -0.947], [-0.134, 0.239, 0.046], [-0.077, -0.193, -0.078], [-0.083, 0.256, 0.094], [-1.819, -1.336, -0.489], [1.249, 0.795, -0.428], [0.194, -1.270, -0.178], [0.192, -1.185, -1.153], [-0.127, 1.177, -0.188], [-1.037, -0.358, 0.751], [0.274, 0.345, -0.080], [0.008, -0.213, 0.149], [0.010, 0.316, 1.074], [-0.227, 0.225, -0.040], [-0.207, 0.420, 0.653], [-0.009, -0.051, 0.365], [0.515, 0.819, 0.142], [0.278, 0.085, 0.090], [0.241, -0.461, -0.751], [0.314, 0.370, 0.069]], "mulliken_charge": [1.486, -0.747, -0.846, 0.735, -0.612, -0.704, -0.444, 0.819, -0.486, -0.693, -0.602, -0.703, 0.584, -0.486, -0.198, 0.277, 0.248, 0.304, -0.828, -0.151, -0.592, -0.669, 0.030, -0.872, 0.395, 0.197, 0.257, 0.321, 0.424, 0.366, 0.347, 0.308, 0.231, 0.303], "orbital_gap_ha": 0.2153, "homo_ha": -0.053, "charge": -2}